Below is the molecule C7H6O3S, with properties calculated with ωB97M-V/def2-TZVPD.

Positions of all 17 atoms, in Å:
C -1.22 -1.54 0.14
C -2.55 -1.70 0.09
C -0.86 -0.19 0.05
C -1.93 0.64 -0.03
C -1.80 2.06 -0.14
C 0.53 0.37 0.19
C 0.50 1.78 -0.32
O -2.23 3.15 -0.17
O 1.50 -0.48 -0.41
O 1.36 2.64 0.51
S -3.42 -0.23 -0.02
H -0.68 -2.45 0.08
H -3.04 -2.76 -0.05
H 0.65 0.32 1.29
H 0.66 2.18 -1.36
H 2.27 0.07 -0.78
H 1.24 3.42 0.07

## Properties
Total energy ... -24328.478 eV
ΔE to the lowest compared entry with this formula, charge and spin ... 0.987 eV
⟨S²⟩ ... 2.036
2S+1 ... 3
Frontier orbital gap (alpha / beta) ... 6.1714 / 7.3859 eV
Net charge ... 0
LUMO level (alpha / beta) ... 0.01610 / -0.06259 hartree

natural (NBO) atomic charge list, values in e, 4 entries: atom 1 (C): -0.241, atom 2 (C): -0.440, atom 3 (C): -0.099, atom 4 (C): -0.411